1.
This record from OMol25 describes a molecular structure, C58H55GeN9O6STc. The level of theory is ωB97M-V with the def2-TZVPD basis set.

The value obtained for the energy is -5742.31761 Ha. Its gap between HOMO and LUMO (spin up / spin down) is 4.57 / 4.57 eV. The charge is +3.

Last column: Mulliken charge in e.
CARTESIAN COORDINATES (ANGSTROEM)
Tc (-0.6850, 0.1314, 0.5350)  -0.64
C (4.5826, -5.0198, 0.1790)  -1.68
C (3.6847, -3.8895, -0.2336)  -0.25
C (4.1783, -2.6700, -0.6320)  -0.92
C (3.3153, -1.6256, -1.0384)  0.69
C (3.8385, -0.4858, -1.6906)  -0.77
N (3.2173, 0.6541, -1.8079)  0.61
C (2.1642, 1.1292, -0.8885)  0.88
C (2.8014, 1.3310, 0.5187)  0.09
C (3.0080, 2.8210, 0.8500)  -1.56
N (1.6881, 3.4295, 0.9112)  0.79
C (0.9689, 3.7369, 1.9501)  -0.20
C (-0.4532, 3.7066, 1.9177)  -0.56
C (-1.1909, 4.2210, 3.0087)  -1.16
C (-2.5524, 4.0559, 3.1126)  0.12
C (-3.3394, 4.6344, 4.2530)  -1.60
C (-3.1939, 3.2728, 2.1374)  -0.63
C (-2.5058, 2.6939, 1.0844)  1.12
C (-3.1437, 1.6994, 0.2265)  -0.94
N (-2.4990, 0.7216, -0.3107)  0.79
C (-3.2952, -0.3227, -0.9689)  -1.12
C (-3.7165, -1.3735, 0.0622)  -1.11
C (-2.6113, -1.6418, 1.1030)  -0.82
N (-1.2708, -1.6743, 0.5018)  0.27
C (-0.9860, -3.0623, 0.1219)  -1.17
C (1.4148, -3.0910, -0.6771)  0.14
C (2.2937, -4.0891, -0.2827)  0.20
C (1.9188, -1.8331, -1.0258)  0.23
O (1.0473, -0.9835, -1.5641)  -0.56
C (-1.1325, 2.9691, 0.9040)  1.04
O (-0.5174, 2.4955, -0.1729)  0.23
H (5.6161, -4.6967, 0.2835)  0.41
H (4.5493, -5.8122, -0.5709)  0.36
H (4.2541, -5.4561, 1.1224)  0.37
H (5.2487, -2.4985, -0.6426)  0.55
H (4.8058, -0.5668, -2.1781)  0.64
H (3.6491, 1.3655, -2.3874)  0.15
H (0.3015, 0.8047, -1.8691)  -0.45
H (1.9172, 2.1173, -1.2621)  -0.38
H (3.7608, 0.8184, 0.5842)  1.01
H (2.1570, 0.9080, 1.2737)  -0.84
H (3.5857, 3.3161, 0.0658)  0.30
H (3.5307, 2.9415, 1.7983)  0.65
H (1.1187, 3.2220, 0.0951)  -1.17
H (1.4819, 3.9831, 2.8770)  0.68
H (-0.6545, 4.7734, 3.7733)  0.54
H (-2.6956, 5.1537, 4.9591)  0.45
H (-3.8732, 3.8487, 4.7889)  0.36
H (-4.0868, 5.3403, 3.8869)  0.33
H (-4.2587, 3.0874, 2.2395)  0.61
H (-4.2294, 1.7544, 0.1252)  0.61
H (-2.6730, -0.7769, -1.7379)  0.43
H (-4.1885, 0.1001, -1.4337)  0.70
H (-3.9701, -2.2923, -0.4667)  0.43
H (-4.6083, -1.0398, 0.5950)  0.43
H (-2.8341, -2.5780, 1.6170)  0.76
H (-2.6379, -0.8479, 1.8676)  0.23
H (-1.8928, -3.4305, -0.3696)  0.60
H (1.8912, -5.0666, -0.0432)  0.59
O (-2.0095, -8.4795, -3.1173)  -0.49
S (-1.0935, -8.9302, -2.1487)  0.92
O (0.2997, -8.9174, -2.3637)  -0.46
O (-1.5904, -10.3334, -1.4361)  -0.32
C (-1.7636, -9.7202, -0.2396)  0.61
N (-2.0653, -10.2166, 0.8786)  -0.56
C (-2.0678, -9.2812, 1.8894)  -0.39
C (-1.7489, -7.9722, 1.7265)  -0.87
C (-1.4071, -7.4202, 0.4423)  0.68
N (-1.4824, -8.4104, -0.5419)  0.01
C (-1.0625, -6.0958, 0.1953)  2.07
C (-0.7668, -5.6574, -1.1666)  -0.25
C (-0.2093, -4.5238, -1.6153)  -1.71
N (0.0391, -3.3359, -0.8817)  0.99
C (-0.7762, -3.9026, 1.3656)  -0.71
C (-0.8571, -5.2368, 1.3470)  -1.21
H (-2.3451, -9.6765, 2.8569)  0.44
H (-1.7813, -7.3217, 2.5852)  0.30
H (-0.9558, -6.3693, -1.9448)  0.16
H (0.0804, -4.4656, -2.6602)  0.55
H (-0.5452, -3.3796, 2.2881)  0.60
H (-0.7358, -5.7415, 2.2989)  0.17
N (3.4032, -1.4910, 6.2947)  -0.32
C (2.8187, -0.3588, 5.8596)  0.24
O (2.9537, 0.7268, 6.3824)  -0.58
C (1.9813, -0.4419, 4.6017)  0.68
C (1.0863, 0.6024, 4.3823)  -0.78
C (0.4177, 0.6829, 3.1863)  -1.03
N (0.6111, -0.1798, 2.1622)  0.45
C (1.4259, -1.2193, 2.4033)  -0.60
C (2.1104, -1.3876, 3.5944)  -1.07
H (3.9577, -1.4306, 7.1351)  0.27
H (3.1775, -2.4053, 5.9474)  0.17
H (0.9420, 1.3437, 5.1569)  0.64
H (-0.2969, 1.4787, 3.0210)  0.79
H (1.5614, -1.9165, 1.5884)  0.29
H (2.7683, -2.2402, 3.6979)  0.41
C (0.8334, 0.3229, -1.0428)  0.71
Ge (-0.5272, 3.8013, -2.1296)  1.54
C (1.3556, 4.2917, -2.4448)  1.04
C (2.1583, 3.4254, -3.1956)  -1.02
C (3.4075, 3.8324, -3.6358)  -0.93
C (3.8673, 5.1123, -3.3394)  -0.90
C (3.0741, 5.9797, -2.6033)  -0.88
C (1.8212, 5.5755, -2.1608)  -0.53
C (-1.1036, 2.6375, -3.5879)  0.41
C (-0.5386, 2.8836, -4.8411)  -0.55
C (-0.9270, 2.1225, -5.9325)  -0.76
C (-1.8688, 1.1141, -5.7817)  -0.77
C (-2.4405, 0.8767, -4.5384)  -0.74
C (-2.0639, 1.6413, -3.4468)  0.09
C (-1.7268, 5.0983, -1.3113)  1.08
C (-3.0840, 5.0201, -1.6209)  -0.30
C (-3.9813, 5.8812, -1.0081)  -0.78
C (-3.5270, 6.8197, -0.0915)  -0.68
C (-2.1731, 6.9062, 0.2096)  -0.99
C (-1.2721, 6.0435, -0.3937)  -0.38
H (1.7853, 2.4439, -3.4733)  1.28
H (4.0093, 3.1693, -4.2460)  0.58
H (4.8314, 5.4399, -3.7048)  0.46
H (3.4178, 6.9831, -2.3899)  0.51
H (1.1997, 6.2782, -1.6204)  0.31
H (0.1878, 3.6760, -4.9740)  0.48
H (-0.4938, 2.3204, -6.9038)  0.47
H (-2.1658, 0.5208, -6.6359)  0.44
H (-3.1872, 0.1012, -4.4257)  0.50
H (-2.5091, 1.4758, -2.4804)  0.26
H (-3.4325, 4.3081, -2.3616)  0.49
H (-5.0335, 5.8287, -1.2559)  0.50
H (-4.2267, 7.4997, 0.3768)  0.47
H (-1.8173, 7.6558, 0.9050)  0.48
H (-0.2165, 6.1235, -0.1603)  0.22

=====

2.
This record from OMol25 describes 9 unconnected molecules or ions with the total composition C58H58FN2O. The level of theory is ωB97M-V with the def2-TZVPD basis set.

The value obtained for the energy is -2529.09850 Ha. Its gap between HOMO and LUMO is 5.74 eV. The charge is +1.

Last column: Mulliken charge in e.
CARTESIAN COORDINATES (ANGSTROEM)
C (-3.4640, -3.2206, 1.4159)  0.09
C (-3.4332, -2.2573, 0.7142)  -1.10
N (-3.2181, -1.2343, -0.1873)  1.06
N (-2.1107, -0.5350, 0.0119)  -0.80
C (-1.8859, 0.4267, -0.8270)  -0.31
C (-2.7216, 0.7098, -1.9086)  0.98
F (-2.3973, 1.6772, -2.7283)  -0.40
C (-3.8348, -0.0409, -2.1145)  0.54
C (-4.6822, 0.2442, -3.2966)  -1.11
C (-4.6026, -0.6041, -4.3290)  -0.79
C (-4.0999, -1.0642, -1.1826)  0.68
C (-5.3093, -1.9112, -1.2933)  -0.94
C (-6.3353, -1.5392, -0.1628)  -0.50
O (-7.5963, -1.2455, -0.6971)  -0.56
H (-3.4269, -4.1402, 1.9496)  0.58
H (-0.9928, 1.0294, -0.7203)  0.60
H (-5.3302, 1.1109, -3.2960)  0.46
H (-4.3773, -1.6384, -4.0952)  0.28
H (-4.6927, -0.2878, -5.3573)  0.34
H (-5.8152, -1.7305, -2.2324)  0.47
H (-5.0354, -2.9660, -1.2591)  0.45
H (-5.9962, -0.6274, 0.3274)  0.32
H (-6.3720, -2.3275, 0.5866)  0.34
H (-8.0330, -2.0666, -0.9463)  0.35
C (-2.8580, 0.4964, 4.2526)  -0.72
C (-2.5677, 0.4257, 5.6080)  -0.49
C (-1.5262, -0.3761, 6.0540)  -0.46
C (-0.7686, -1.1010, 5.1439)  -0.36
C (-1.0563, -1.0271, 3.7881)  -0.52
C (-2.1031, -0.2316, 3.3431)  0.15
H (-3.6723, 1.1205, 3.9059)  0.42
H (-3.1537, 0.9954, 6.3171)  0.41
H (-1.3039, -0.4356, 7.1113)  0.39
H (0.0467, -1.7222, 5.4916)  0.41
H (-0.4629, -1.5906, 3.0776)  0.45
H (-2.3273, -0.1794, 2.2883)  0.32
C (1.9545, 1.2780, -2.4433)  -0.40
C (0.8380, 1.1815, -3.2636)  0.17
C (0.9823, 0.8411, -4.6015)  -0.53
C (2.2450, 0.5882, -5.1178)  -0.51
C (3.3613, 0.6811, -4.2976)  -0.39
C (3.2172, 1.0294, -2.9617)  -0.66
H (1.8427, 1.5472, -1.3992)  0.47
H (-0.1442, 1.3752, -2.8615)  0.18
H (0.1116, 0.7728, -5.2421)  0.40
H (2.3594, 0.3192, -6.1597)  0.38
H (4.3458, 0.4827, -4.7007)  0.45
H (4.0885, 1.1066, -2.3248)  0.41
C (-4.8015, -8.0725, -0.9761)  -0.40
C (-4.3846, -6.8327, -1.4403)  -0.52
C (-3.2354, -6.2500, -0.9228)  -0.14
C (-2.4972, -6.9081, 0.0518)  -0.47
C (-2.9136, -8.1495, 0.5127)  -0.50
C (-4.0670, -8.7294, 0.0016)  -0.40
H (-5.6978, -8.5275, -1.3767)  0.37
H (-4.9560, -6.3220, -2.2061)  0.38
H (-2.9104, -5.2791, -1.2814)  0.46
H (-1.5971, -6.4540, 0.4496)  0.47
H (-2.3384, -8.6655, 1.2702)  0.38
H (-4.3929, -9.6951, 0.3645)  0.37
C (2.1679, 3.9248, 3.0646)  -0.27
C (1.7283, 2.8891, 3.8794)  -0.70
C (0.7639, 2.0032, 3.4201)  -0.09
C (0.2478, 2.1484, 2.1393)  0.48
C (0.6895, 3.1813, 1.3237)  -0.77
C (1.6466, 4.0730, 1.7872)  -0.66
H (2.9176, 4.6178, 3.4258)  0.29
H (2.1372, 2.7741, 4.8748)  0.40
H (0.4151, 1.2010, 4.0567)  0.25
H (-0.5032, 1.4547, 1.7788)  -0.12
H (0.2855, 3.2938, 0.3233)  0.77
H (1.9864, 4.8818, 1.1524)  0.44
C (3.9404, 8.5564, 4.0128)  -0.50
C (3.9027, 7.5607, 3.0467)  -0.23
C (5.0688, 6.9027, 2.6800)  -0.35
C (6.2724, 7.2350, 3.2862)  -0.41
C (6.3097, 8.2286, 4.2544)  -0.37
C (5.1448, 8.8919, 4.6151)  -0.36
H (3.0314, 9.0711, 4.2964)  0.36
H (2.9620, 7.2975, 2.5780)  0.40
H (5.0401, 6.1299, 1.9214)  0.38
H (7.1813, 6.7197, 3.0036)  0.36
H (7.2479, 8.4869, 4.7280)  0.36
H (5.1757, 9.6700, 5.3667)  0.36
C (-2.0813, 5.4747, 0.2671)  -0.44
C (-2.5030, 5.1433, -1.0135)  -0.01
C (-2.8505, 6.1417, -1.9129)  -0.55
C (-2.7680, 7.4737, -1.5329)  -0.40
C (-2.3432, 7.8057, -0.2536)  -0.43
C (-2.0032, 6.8066, 0.6478)  -0.55
H (-1.8127, 4.6945, 0.9687)  0.47
H (-2.5613, 4.1025, -1.3128)  0.36
H (-3.1845, 5.8830, -2.9098)  0.38
H (-3.0344, 8.2535, -2.2343)  0.37
H (-2.2775, 8.8448, 0.0411)  0.38
H (-1.6764, 7.0654, 1.6466)  0.40
C (1.3763, -3.5117, 0.7751)  -0.38
C (2.5069, -4.3124, 0.6968)  -0.53
C (2.6872, -5.1536, -0.3928)  -0.56
C (1.7424, -5.1897, -1.4089)  -0.64
C (0.6138, -4.3868, -1.3329)  -0.61
C (0.4300, -3.5508, -0.2395)  0.29
H (1.2348, -2.8559, 1.6252)  0.28
H (3.2486, -4.2798, 1.4843)  0.40
H (3.5673, -5.7809, -0.4521)  0.50
H (1.8879, -5.8418, -2.2603)  0.44
H (-0.1221, -4.4125, -2.1277)  0.43
H (-0.4536, -2.9250, -0.1770)  0.34
C (6.9354, -3.6332, -4.3791)  -0.40
C (7.8534, -4.5297, -3.8496)  -0.38
C (7.6472, -5.0715, -2.5886)  -0.44
C (6.5181, -4.7230, -1.8603)  -0.33
C (5.5985, -3.8291, -2.3909)  -0.29
C (5.8088, -3.2810, -3.6488)  -0.48
H (7.0984, -3.2088, -5.3615)  0.36
H (8.7306, -4.8059, -4.4200)  0.36
H (8.3664, -5.7658, -2.1736)  0.36
H (6.3557, -5.1490, -0.8778)  0.37
H (4.7166, -3.5584, -1.8234)  0.41
H (5.0934, -2.5798, -4.0602)  0.45

=====

3.
This record from OMol25 describes 6 unconnected molecules or ions with the total composition C58H64BBrF2N8O2S. The level of theory is ωB97M-V with the def2-TZVPD basis set.

The value obtained for the energy is -6033.14502 Ha. Its gap between HOMO and LUMO is 7.09 eV. The charge is 0. As for the structure (SMILES): C#CCCCc1c(CCCCN)c(CC(C)C)c([C@@H](Br)CC)c2c1Sc1c(c(F)c(B(O)O)c(F)c1-c1ccccn1)N2.c1ccncc1.c1ccncc1.c1ccncc1.c1ccncc1.c1ccncc1.

Last column: Mulliken charge in e.
CARTESIAN COORDINATES (ANGSTROEM)
C (-5.9708, -7.9188, 0.4575)  -0.28
C (-5.0336, -7.1037, -0.0118)  -0.51
C (-3.7315, -6.1350, -0.1968)  -0.09
C (-4.3183, -4.6431, -0.4973)  -0.38
C (-3.1969, -3.5814, -0.9777)  -0.89
C (-2.8627, -2.4393, 0.1423)  0.12
C (-1.5233, -2.4548, 0.9709)  0.26
C (-0.4874, -3.6621, 0.7132)  -0.63
C (0.7916, -3.2492, -0.2060)  -0.55
C (0.5267, -3.4174, -1.7958)  -0.45
C (1.9743, -3.1450, -2.5201)  -0.34
N (2.9843, -4.2271, -2.2017)  -0.56
C (-1.2769, -1.2653, 2.0244)  -0.53
C (0.1031, -1.3610, 2.8668)  -1.14
C (-0.1427, -2.4248, 4.0712)  0.61
C (-1.7229, -2.7331, 4.3629)  -0.83
C (0.5520, -2.0102, 5.4799)  -1.27
C (-2.3592, -0.1047, 2.2133)  0.66
C (-2.0239, 1.0751, 3.2851)  -0.29
Br (-1.8788, 2.7699, 2.1804)  -0.13
C (-3.1209, 1.2267, 4.4591)  0.09
C (-2.4353, 2.1701, 5.6166)  -1.09
C (-3.7387, -0.0861, 1.3846)  -0.04
C (-3.9396, -1.2716, 0.3794)  0.46
S (-5.4810, -1.3784, -0.6381)  -0.15
C (-6.3176, 0.2386, -0.3403)  0.57
C (-5.7885, 1.2052, 0.7773)  -0.27
C (-6.6271, 2.5595, 0.9664)  0.11
F (-6.2470, 3.5343, 1.9615)  -0.19
C (-7.9096, 2.9163, 0.0963)  0.08
B (-8.7527, 4.2974, 0.3786)  0.54
O (-8.1527, 5.5185, 0.9266)  -0.56
O (-10.2028, 4.3413, 0.1239)  -0.52
C (-8.4027, 1.9335, -1.0538)  0.17
F (-9.5751, 2.2420, -1.8589)  -0.30
C (-7.5669, 0.5940, -1.2443)  0.20
C (-8.0543, -0.4232, -2.4302)  -0.36
C (-7.6136, -0.0247, -3.8502)  -0.30
C (-7.9792, -0.9491, -5.0627)  -0.38
C (-8.7793, -2.2063, -4.5763)  -0.35
C (-9.1307, -2.3528, -3.0807)  -0.15
N (-8.8234, -1.5332, -1.9364)  -0.36
N (-4.6590, 1.0211, 1.7045)  0.25
H (-6.8226, -8.6482, 0.6825)  0.35
H (-3.0569, -6.1848, 0.7369)  0.24
H (-3.1909, -6.5528, -1.1431)  0.28
H (-4.9603, -4.2840, 0.3876)  0.35
H (-5.0468, -4.7801, -1.3998)  0.28
H (-3.6107, -3.0498, -1.9315)  0.52
H (-2.2652, -4.1595, -1.3206)  -0.17
H (-1.0044, -4.6272, 0.3085)  0.16
H (-0.0549, -3.9621, 1.7446)  -0.07
H (1.1684, -2.2007, 0.0925)  0.33
H (1.6466, -3.9916, 0.0696)  0.31
H (0.1628, -4.5138, -1.9571)  0.19
H (-0.2655, -2.6314, -2.1016)  0.20
H (1.7676, -3.0506, -3.6512)  0.26
H (2.3761, -2.1572, -2.0542)  0.16
H (3.5940, -4.3060, -3.0443)  0.26
H (2.4801, -5.1356, -2.0855)  0.23
H (0.5245, -0.3464, 3.2011)  0.41
H (0.8925, -1.8367, 2.1665)  0.06
H (0.3331, -3.4512, 3.7783)  0.21
H (-2.2145, -3.3815, 3.5445)  0.17
H (-2.3132, -1.7534, 4.5755)  0.01
H (-1.7858, -3.3696, 5.3418)  0.41
H (0.7806, -3.0174, 6.0263)  0.36
H (-0.1837, -1.3844, 6.1153)  0.25
H (1.5764, -1.5011, 5.3215)  0.36
H (-0.9970, 0.9605, 3.7842)  0.34
H (-3.4526, 0.2055, 4.9069)  0.24
H (-4.0268, 1.8488, 4.0787)  -0.09
H (-3.2264, 2.5300, 6.3963)  0.36
H (-2.0586, 3.1519, 5.1068)  0.23
H (-1.5331, 1.6717, 6.1248)  0.28
H (-8.3817, 5.4711, 1.8931)  0.31
H (-10.6106, 3.6235, 0.6887)  0.31
H (-7.0180, 0.9437, -4.0277)  0.35
H (-7.6680, -0.7037, -6.1374)  0.35
H (-9.1029, -3.0121, -5.3336)  0.30
H (-9.7602, -3.2990, -2.8127)  0.31
H (-5.0956, 0.7605, 2.6225)  0.36
C (7.3071, -1.4376, -3.8421)  -0.04
C (6.3533, -1.9465, -4.7111)  -0.35
C (5.0308, -1.5814, -4.5189)  -0.40
N (4.6153, -0.7634, -3.5347)  -0.53
C (5.5612, -0.2865, -2.7061)  -0.15
C (6.9086, -0.5897, -2.8180)  -0.71
H (8.3533, -1.6996, -3.9614)  0.63
H (6.6310, -2.6113, -5.5197)  0.34
H (4.2480, -1.9508, -5.1743)  0.38
H (5.1995, 0.3688, -1.9198)  0.42
H (7.6280, -0.1748, -2.1226)  0.42
C (9.0616, 4.6856, -3.7535)  -0.27
C (8.5684, 3.5637, -4.4051)  -0.67
C (8.0084, 2.5538, -3.6393)  0.09
N (7.9176, 2.5948, -2.2965)  -0.22
C (8.4053, 3.6930, -1.6918)  -0.38
C (8.9798, 4.7561, -2.3697)  -0.40
H (9.5062, 5.4978, -4.3192)  0.37
H (8.6174, 3.4759, -5.4836)  0.37
H (7.6066, 1.6583, -4.1029)  0.24
H (8.3217, 3.7002, -0.6092)  0.50
H (9.3546, 5.6173, -1.8299)  0.38
C (10.4596, -5.7065, -5.0518)  -0.17
C (9.5040, -6.2148, -5.9205)  -0.38
C (8.1815, -5.8496, -5.7268)  -0.27
N (7.7666, -5.0325, -4.7423)  -0.36
C (8.7137, -4.5560, -3.9140)  -0.39
C (10.0611, -4.8592, -4.0270)  -0.50
H (11.5056, -5.9685, -5.1719)  0.36
H (9.7804, -6.8794, -6.7300)  0.36
H (7.3984, -6.2186, -6.3816)  0.35
H (8.3525, -3.9011, -3.1273)  0.65
H (10.7808, -4.4444, -3.3317)  0.36
C (6.8061, 8.1367, 1.3495)  -0.16
C (8.1361, 7.9799, 1.7137)  -0.38
C (8.6298, 6.6931, 1.8552)  -0.20
N (7.8946, 5.5833, 1.6638)  -0.52
C (6.6075, 5.7648, 1.3130)  -0.14
C (6.0228, 7.0095, 1.1434)  -0.42
H (6.3834, 9.1285, 1.2277)  0.36
H (8.7749, 8.8381, 1.8834)  0.36
H (9.6640, 6.5193, 2.1354)  0.36
H (6.0353, 4.8538, 1.1667)  0.38
H (4.9815, 7.0962, 0.8580)  0.36
C (-5.2791, 6.9908, 4.7834)  -0.53
C (-5.7819, 5.8773, 4.1246)  -0.08
C (-6.3494, 4.8669, 4.8846)  -0.24
N (-6.4386, 4.8997, 6.2263)  -0.57
C (-5.9421, 5.9890, 6.8384)  -0.32
C (-5.3594, 7.0525, 6.1680)  -0.25
H (-4.8284, 7.8033, 4.2229)  0.38
H (-5.7344, 5.7962, 3.0453)  0.40
H (-6.7591, 3.9779, 4.4158)  0.47
H (-6.0250, 5.9887, 7.9209)  0.37
H (-4.9775, 7.9069, 6.7135)  0.37

=====

| no. | maximum force (eV/A) |
| --- | --- |
| 1 | 1.9 |
| 2 | 1.5 |
| 3 | 7.1 |